137
Properties=species:S:1:pos:R:3:forces:R:3:lowdin_charge:R:1 method="wB97M-V/def2-TZVPD" homo_lumo_gap_ev="6.88 / 6.34" e_homo_ev="-7.1588 / -6.7942" largest_force_ev_per_a=0.607 spin_multiplicity=1
Sn -0.047 0.040 0.674 0.35 -0.49 0.00 1.41
O 0.743 -1.774 1.145 0.34 -0.32 0.15 -0.33
C 1.494 -2.241 2.252 -0.06 -0.14 -0.11 -0.43
C 1.038 -1.519 3.550 -0.11 -0.04 -0.12 -0.05
C -0.441 -1.654 3.756 0.02 0.08 -0.10 -0.24
C -0.945 -2.566 4.673 0.00 0.01 0.09 -0.02
C -2.308 -2.790 4.723 -0.01 0.02 -0.03 -0.04
C -3.128 -2.086 3.859 -0.01 0.01 0.06 -0.01
C -2.563 -1.141 3.012 0.09 0.17 -0.04 -0.24
C -3.414 -0.347 2.064 0.00 -0.24 0.00 -0.06
C -3.187 -0.791 0.602 -0.01 0.36 -0.02 -0.44
O -1.970 -0.231 0.162 -0.34 -0.36 -0.10 -0.32
C -3.268 -2.316 0.466 0.11 0.04 -0.05 -0.15
C -4.490 -2.957 0.682 0.01 0.01 0.11 -0.03
C -4.619 -4.322 0.500 0.02 0.00 0.00 -0.07
C -3.526 -5.077 0.085 -0.02 0.03 0.00 -0.09
C -2.312 -4.449 -0.130 -0.06 0.03 -0.06 -0.08
C -2.185 -3.074 0.061 -0.07 -0.03 -0.13 -0.04
C -4.267 -0.250 -0.352 0.07 0.03 -0.03 -0.16
C -4.123 -0.569 -1.704 0.01 -0.04 0.04 -0.03
C -5.061 -0.166 -2.634 -0.02 0.04 -0.02 -0.08
C -6.166 0.582 -2.234 0.03 -0.02 -0.01 -0.09
C -6.315 0.910 -0.899 0.05 0.00 0.03 -0.08
C -5.371 0.491 0.040 0.03 0.13 -0.04 -0.04
N -1.242 -0.925 2.966 0.00 -0.28 -0.07 0.15
C 1.251 -3.755 2.398 -0.02 -0.03 0.01 -0.12
C -0.014 -4.272 2.144 0.04 0.02 0.02 -0.03
C -0.285 -5.622 2.304 0.01 0.00 0.04 -0.07
C 0.715 -6.490 2.720 0.00 0.01 -0.03 -0.09
C 1.984 -5.990 2.971 0.00 0.03 0.01 -0.08
C 2.250 -4.635 2.813 -0.02 0.01 0.06 -0.02
C 2.992 -2.040 2.011 -0.07 0.22 -0.16 -0.18
C 3.895 -1.693 3.006 0.00 0.01 0.02 -0.04
C 5.254 -1.589 2.729 -0.01 0.10 0.02 -0.08
C 5.725 -1.808 1.446 -0.01 -0.03 -0.06 -0.09
C 4.828 -2.156 0.441 0.02 0.02 0.03 -0.08
C 3.479 -2.282 0.727 -0.04 0.04 0.00 -0.04
H 1.554 -1.940 4.413 0.03 0.01 -0.02 0.12
H 1.309 -0.470 3.446 0.03 0.10 0.12 0.11
H -0.263 -3.106 5.318 0.00 -0.04 -0.04 0.12
H -2.724 -3.514 5.412 0.00 0.00 -0.02 0.11
H -4.196 -2.258 3.833 0.00 0.03 0.03 0.11
H -4.457 -0.447 2.361 -0.02 -0.05 -0.01 0.11
H -3.134 0.707 2.103 -0.18 0.01 0.04 0.11
H -5.356 -2.375 0.981 0.00 0.01 -0.03 0.12
H -5.578 -4.798 0.664 0.01 0.00 0.01 0.10
H -3.626 -6.144 -0.071 0.00 0.01 0.00 0.10
H -1.448 -5.025 -0.438 -0.02 0.02 -0.01 0.11
H -1.226 -2.600 -0.091 -0.01 0.02 -0.03 0.08
H -3.255 -1.142 -2.014 -0.02 -0.01 0.00 0.12
H -4.930 -0.425 -3.678 -0.01 0.00 0.02 0.11
H -6.901 0.904 -2.961 0.01 0.00 0.01 0.10
H -7.170 1.491 -0.574 0.02 0.00 0.00 0.10
H -5.513 0.770 1.075 -0.01 -0.01 0.01 0.10
H -0.788 -3.607 1.795 0.03 -0.01 0.13 0.08
H -1.284 -5.991 2.103 0.03 0.00 -0.02 0.10
H 0.513 -7.548 2.832 -0.01 0.01 0.03 0.10
H 2.779 -6.657 3.284 0.00 0.01 0.00 0.10
H 3.251 -4.271 3.004 0.00 -0.02 0.00 0.11
H 3.557 -1.501 4.017 0.00 0.01 -0.02 0.11
H 5.941 -1.318 3.521 0.00 -0.01 -0.01 0.10
H 6.782 -1.719 1.228 -0.01 0.00 0.00 0.10
H 5.184 -2.336 -0.566 0.00 -0.01 0.01 0.10
H 2.775 -2.576 -0.041 0.01 0.04 -0.01 0.12
C 4.081 1.911 -3.506 -0.05 -0.02 0.01 -0.06
N 3.567 1.286 -2.293 0.04 -0.01 -0.06 -0.13
C 3.085 -0.074 -2.483 0.00 0.05 0.00 -0.03
C 2.890 2.030 -1.354 -0.13 0.10 0.23 -0.50
O 1.861 1.612 -0.814 0.14 0.02 -0.43 -0.08
N 3.431 3.242 -1.019 0.05 0.03 -0.02 -0.12
C 4.846 3.538 -1.149 -0.05 0.01 0.00 -0.06
C 2.688 4.138 -0.148 0.01 -0.01 -0.04 -0.03
H 3.485 1.586 -4.364 0.00 0.01 -0.01 0.09
H 5.122 1.635 -3.687 0.00 0.00 0.00 0.09
H 4.010 2.993 -3.444 -0.01 -0.01 -0.01 0.08
H 3.778 -0.590 -3.147 0.01 -0.01 0.02 0.10
H 2.084 -0.092 -2.919 -0.01 -0.01 -0.04 0.07
H 3.051 -0.598 -1.531 -0.02 -0.01 0.04 0.07
H 5.398 2.642 -1.420 0.00 0.00 0.00 0.09
H 5.218 3.891 -0.184 0.01 0.00 0.00 0.08
H 5.041 4.315 -1.894 0.00 0.01 0.01 0.09
H 1.718 3.703 0.076 -0.03 0.01 -0.04 0.07
H 2.553 5.110 -0.628 0.02 0.01 0.00 0.10
H 3.224 4.275 0.795 -0.04 0.02 -0.04 0.08
C 4.439 3.047 2.907 0.05 -0.04 -0.02 -0.09
C 4.268 2.003 1.972 0.07 -0.10 0.10 -0.08
C 3.030 1.486 1.726 -0.05 -0.13 0.18 -0.06
C 1.878 1.995 2.378 -0.15 0.16 0.01 -0.19
C 0.549 1.545 2.106 -0.20 0.20 0.35 -0.24
C -0.508 2.092 2.785 0.26 0.23 0.20 -0.14
C -0.312 3.079 3.782 -0.18 -0.05 -0.10 -0.06
C 0.941 3.534 4.047 0.09 0.06 0.00 -0.03
C 2.060 3.024 3.341 0.07 0.01 0.00 -0.17
C 3.361 3.535 3.584 -0.06 0.01 0.00 -0.04
H 5.428 3.447 3.095 -0.01 -0.01 -0.01 0.10
H 5.130 1.596 1.458 0.02 -0.03 -0.01 0.11
H 2.912 0.678 1.018 0.03 -0.05 0.03 0.09
H -1.520 1.767 2.580 0.03 0.00 0.03 0.07
H -1.164 3.470 4.326 0.00 0.01 -0.03 0.11
H 1.104 4.301 4.797 0.01 -0.01 -0.01 0.11
H 3.479 4.330 4.312 -0.01 -0.03 0.00 0.11
C -1.852 3.242 -0.345 0.03 0.01 -0.02 -0.18
N -1.596 2.451 -1.550 0.11 0.10 -0.14 -0.07
C -2.818 2.469 -2.360 0.03 0.04 -0.02 -0.17
N -3.218 3.830 -2.738 -0.01 0.01 0.02 -0.08
C -3.431 4.589 -1.503 0.05 -0.02 -0.02 -0.17
N -2.232 4.625 -0.658 -0.02 0.03 -0.03 -0.08
C -1.149 5.226 -1.443 -0.03 -0.05 -0.02 -0.17
N -0.876 4.490 -2.682 -0.01 -0.03 0.02 -0.08
C -0.531 3.110 -2.313 -0.06 0.07 0.03 -0.17
C -2.112 4.451 -3.469 0.02 -0.02 0.05 -0.18
H -0.951 3.257 0.274 -0.01 0.00 -0.03 0.11
H -2.662 2.767 0.217 0.02 -0.01 0.00 0.12
H -3.623 2.016 -1.787 -0.06 -0.04 0.02 0.10
H -2.658 1.879 -3.266 0.00 0.00 0.01 0.12
H -4.249 4.132 -0.943 0.00 -0.01 0.00 0.12
H -3.708 5.614 -1.762 -0.02 0.01 0.01 0.12
H -0.241 5.243 -0.835 0.01 0.00 0.00 0.11
H -1.424 6.252 -1.695 0.00 0.01 0.01 0.12
H 0.375 3.115 -1.712 0.00 -0.01 0.00 0.09
H -0.343 2.537 -3.226 0.00 -0.01 0.00 0.12
H -1.928 3.881 -4.383 0.00 0.01 -0.01 0.12
H -2.394 5.471 -3.740 0.00 0.00 -0.01 0.12
Cl 0.801 -3.179 -8.062 -0.03 0.00 0.02 0.66
C 0.443 -2.564 -6.477 0.00 -0.03 -0.04 -0.67
C -0.102 -1.291 -6.345 -0.02 0.05 0.03 -0.11
C -0.365 -0.796 -5.085 0.02 0.03 -0.09 -0.04
C -0.093 -1.556 -3.923 -0.05 0.19 0.15 -0.31
C -0.361 -1.049 -2.641 -0.10 -0.16 -0.06 0.07
C 0.454 -2.849 -4.102 0.05 -0.06 -0.04 -0.03
C 0.712 -3.349 -5.361 0.01 0.00 0.07 -0.11
H -0.313 -0.705 -7.228 0.01 0.00 0.01 0.10
H -0.783 0.198 -4.974 -0.01 -0.02 0.00 0.11
H -0.143 -1.656 -1.772 -0.05 -0.01 -0.01 0.03
H -0.828 -0.085 -2.478 0.02 -0.01 -0.01 0.05
H 0.668 -3.452 -3.227 -0.02 0.00 -0.02 0.12
H 1.118 -4.343 -5.490 0.03 0.01 0.00 0.10


15
Properties=species:S:1:pos:R:3:forces:R:3:lowdin_charge:R:1 method="wB97M-V/def2-TZVPD" homo_lumo_gap_ev=9.69 e_homo_ev=-13.8025 relative_energy_ev=2.193 charge=+1 largest_force_ev_per_a=3.397 spin_multiplicity=1
C -0.456 2.182 -0.474 -0.46 0.81 -0.81 -0.18
C -0.314 -0.076 -1.459 -0.71 1.79 -0.66 -0.06
C -1.279 -0.442 -0.408 -2.60 -0.59 1.43 -0.10
C 0.133 1.033 -0.475 2.55 -1.83 1.31 -0.09
N -1.097 -1.330 0.553 -0.64 0.83 -1.05 0.19
O -0.977 3.181 -0.569 -0.79 1.50 0.23 0.30
O 2.349 -0.621 1.425 0.26 -0.55 0.30 -0.08
H 0.953 0.992 0.309 -1.08 -0.65 -1.20 0.15
H 0.451 -0.778 -1.841 -0.45 0.38 0.67 0.15
H -0.790 0.520 -2.313 0.45 -1.49 1.02 0.16
H -2.353 -0.029 -0.290 2.11 0.11 -0.85 0.20
H -1.720 -1.516 1.328 -0.18 0.39 -0.29 0.15
H 2.903 -1.346 1.793 -0.50 0.90 -0.32 0.07
H -0.345 -1.935 0.465 1.85 -1.25 0.19 0.11
H 2.541 0.164 1.956 0.17 -0.35 0.04 0.04


26
Properties=species:S:1:pos:R:3:forces:R:3:lowdin_charge:R:1 method="wB97M-V/def2-TZVPD" homo_lumo_gap_ev=9.09 e_homo_ev=-12.9978 relative_energy_ev=3.920 charge=+1 largest_force_ev_per_a=6.450 spin_multiplicity=1 smiles=c1cc([NH+]2CCNCC2)ccn1
C 3.416 -0.743 -0.108 -0.16 -0.49 -0.43 -0.10
C 2.077 -0.985 -0.756 -0.81 2.33 1.39 0.02
C 0.926 -0.013 -0.495 5.90 0.50 2.55 -0.14
N -0.432 -0.209 -1.073 1.04 0.19 -0.10 -0.08
C -1.121 -1.410 -0.482 -1.65 -2.05 0.92 -0.09
C -1.672 -1.178 1.005 1.13 -0.18 1.21 -0.16
N -1.916 0.239 1.381 0.13 -0.21 -1.39 -0.08
C -2.275 1.109 0.237 0.09 1.20 0.79 -0.17
C -1.282 1.039 -1.021 -2.11 1.42 -1.18 -0.10
C 1.363 1.125 0.427 0.67 -2.27 -1.46 0.02
C 2.786 1.175 0.923 -0.42 0.36 0.13 -0.10
N 3.877 0.299 0.728 -5.86 -0.60 -2.36 0.07
H 4.215 -1.540 -0.324 -1.40 1.33 0.27 0.13
H 1.920 -1.885 -1.432 0.44 1.27 1.05 0.12
H -0.293 -0.424 -2.082 0.04 0.18 0.81 0.20
H -0.413 -2.306 -0.440 -0.76 1.50 -0.33 0.14
H -1.999 -1.723 -1.144 1.31 0.81 0.57 0.15
H -0.858 -1.567 1.721 -1.28 0.54 -1.04 0.14
H -2.599 -1.806 1.230 1.20 0.76 -0.81 0.14
H -1.181 0.633 1.975 -0.36 -0.30 -0.55 0.11
H -2.222 2.192 0.626 -0.17 -1.64 -0.66 0.14
H -3.368 0.958 -0.070 1.69 -0.10 0.27 0.14
H -1.948 0.995 -1.962 1.09 -0.04 1.36 0.15
H -0.668 2.002 -1.153 -0.54 -1.86 0.38 0.14
H 0.626 1.942 0.711 1.32 -1.15 -0.30 0.11
H 3.043 2.082 1.580 -0.54 -1.51 -1.10 0.13